(1)
Here is a structure of composition C9H62NO23Pd from the OMol25 dataset. Energies are from ωB97M-V/def2-TZVPD.

The geometry in XYZ format:
```
96
Properties=species:S:1:pos:R:3:forces:R:3
Pd 4.211 0.077 -2.220 -0.38 0.48 -0.43
C 1.996 1.456 1.612 0.87 -0.60 -0.07
C 1.461 0.115 1.058 -0.65 0.59 1.52
C 0.174 -0.157 1.877 -1.83 0.11 -0.52
C -0.831 -1.072 1.141 1.30 0.01 0.37
C -1.207 -0.532 -0.246 0.29 -1.69 1.35
C 0.043 -0.339 -1.091 -0.83 -0.81 -0.64
N 1.176 0.277 -0.380 -1.35 -0.19 0.54
O 2.066 0.725 -1.142 1.17 0.58 -0.18
C -0.385 0.482 -2.302 0.55 0.80 -0.95
C 0.534 -1.707 -1.602 -0.74 -0.22 -1.07
C 2.429 -1.026 1.378 0.04 -0.45 -1.57
H 1.943 1.444 2.702 -0.23 0.03 -0.16
H 1.466 2.313 1.215 -0.22 0.13 -0.02
H 3.057 1.583 1.393 -0.06 0.09 -0.27
H -0.390 0.752 2.113 0.41 0.30 -0.08
H 0.439 -0.565 2.852 0.27 0.06 -0.04
H -1.716 -1.375 1.697 -0.10 0.58 0.28
H -0.250 -2.006 1.075 -0.35 -0.21 -0.72
H -1.918 0.292 -0.253 0.26 0.29 0.25
H -1.737 -1.411 -0.621 -0.23 0.40 -0.80
H -0.380 1.566 -2.166 0.11 -0.08 0.36
H -1.385 0.269 -2.683 -0.07 -0.51 0.57
H 0.278 0.310 -3.155 -0.05 0.08 0.13
H 1.005 -2.382 -0.892 0.11 0.21 0.17
H 1.163 -1.565 -2.483 0.48 -0.01 0.42
H -0.322 -2.225 -2.047 -0.06 -0.04 0.23
H 2.106 -1.984 0.956 -0.59 -0.01 0.52
H 2.628 -1.107 2.439 0.12 0.04 0.02
H 3.334 -0.921 0.796 0.27 0.24 0.35
O 0.842 0.511 5.209 -0.37 -0.68 -0.20
H -0.130 0.441 5.242 -0.10 0.34 0.21
H 1.173 -0.341 5.519 0.03 0.24 0.12
O 3.017 1.996 4.861 -0.26 -0.09 -0.56
H 2.811 2.820 5.315 0.05 -0.12 0.00
H 2.144 1.579 4.681 0.55 0.35 0.64
O -2.848 -4.244 0.503 -0.18 -0.04 0.28
H -2.353 -4.031 1.306 -0.08 0.04 -0.12
H -3.563 -4.825 0.802 0.24 0.00 -0.05
O 0.544 2.889 -4.459 0.49 -0.48 -0.12
H 0.600 2.002 -4.845 -0.06 0.27 -0.29
H 1.461 3.159 -4.329 -0.22 0.17 0.18
O 3.809 -2.103 -1.857 -0.10 -1.12 0.16
H 4.246 -2.612 -1.160 0.04 0.20 -0.14
H 3.478 -2.764 -2.482 0.09 0.22 0.02
O -3.762 1.283 3.062 0.34 -0.72 0.31
H -3.140 1.300 2.323 -0.34 0.04 -0.19
H -3.884 0.317 3.271 0.22 1.05 -0.30
O 5.108 0.111 -0.308 0.84 0.00 0.39
H 4.606 0.031 0.517 0.16 0.22 0.28
H 6.035 0.129 -0.032 -0.13 0.05 -0.19
O 5.043 0.230 2.547 -0.09 0.36 -0.56
H 4.303 0.444 3.132 0.28 0.12 0.10
H 5.403 1.106 2.276 -0.04 -0.32 0.60
O -2.022 1.181 5.500 0.59 -0.07 -0.46
H -1.910 2.104 5.759 -0.09 -0.13 0.03
H -2.227 1.222 4.547 -0.55 0.12 0.34
O -0.149 0.570 -6.111 -0.03 -0.05 0.66
H -0.434 -0.020 -6.816 0.03 0.08 0.03
H -0.970 0.782 -5.614 0.11 -0.06 -0.73
O 1.163 3.501 -1.313 0.36 -0.25 0.23
H 0.437 3.219 -0.736 0.13 0.29 -0.37
H 1.816 2.778 -1.300 -0.51 0.24 0.04
O -4.585 0.365 0.072 0.06 -0.24 0.07
H -4.361 -0.555 0.257 -0.12 0.09 -0.03
H -5.321 0.561 0.666 0.15 0.13 -0.05
O -1.857 -4.167 -2.920 -0.01 0.21 0.11
H -2.593 -3.610 -2.619 0.15 -0.09 -0.02
H -1.347 -4.347 -2.122 -0.15 -0.09 -0.04
O 2.793 0.079 -3.925 0.01 0.01 -0.63
H 2.810 0.504 -4.794 0.13 -0.11 0.15
H 1.891 -0.252 -3.820 0.18 0.15 0.12
O -3.677 -1.371 3.466 0.39 -1.11 -0.10
H -2.847 -1.891 3.575 -0.53 0.52 0.18
H -4.385 -2.014 3.601 0.00 0.22 0.06
O 5.989 2.793 1.954 -0.07 0.33 -0.09
H 6.757 3.291 2.262 -0.08 -0.18 0.00
H 5.253 3.418 2.006 0.12 -0.09 -0.01
O -1.412 2.891 0.509 0.18 -0.06 0.17
H -0.720 2.224 0.445 -0.10 -0.10 0.15
H -1.185 3.412 1.292 -0.06 0.00 -0.17
O -4.248 -0.326 -2.802 0.30 -0.42 -0.03
H -4.409 0.238 -2.033 -0.09 0.00 0.02
H -4.276 -1.237 -2.437 0.04 0.76 -0.17
O -2.723 1.063 -5.100 0.17 -0.51 0.29
H -3.541 0.766 -5.522 0.09 0.09 0.09
H -2.633 0.478 -4.327 -0.59 0.12 -0.10
O -2.048 3.451 -3.614 -0.10 -0.62 0.19
H -2.588 2.705 -3.932 0.29 0.55 0.00
H -1.127 3.155 -3.738 -0.34 0.42 -0.08
O -4.187 -2.783 -1.519 0.04 -0.71 0.38
H -4.787 -3.455 -1.875 0.03 0.21 0.08
H -3.811 -3.183 -0.703 -0.04 0.21 -0.43
O -1.202 -2.675 3.840 0.40 -0.23 -0.07
H -0.792 -3.231 4.517 -0.23 0.08 -0.01
H -0.465 -2.349 3.307 -0.14 -0.01 0.06
```
Forces are in eV/Å.

Properties
- Relative energy (zero: lowest compared OMol25 entry of this formula, charge and spin): 0.303 eV
- HOMO energy (spin up / spin down): -11.052 / -11.482 eV
- Multiplicity: 3
- Total charge: +1
- Lowest unoccupied orbital energy (spin up / spin down): -2.70 / -3.10 eV
- Orbital gap (spin up / spin down): 8.353 / 8.380 eV

Results of the Mulliken charge analysis, in e, for atoms 1 through 5: 0.388, -0.542, 1.180, -0.769, -0.612


(2)
Here is a cluster of 2 separate species, C9H6BrCl3 in total from the OMol25 dataset. Energies are from ωB97M-V/def2-TZVPD.

The geometry in XYZ format:
```
19
Properties=species:S:1:pos:R:3:forces:R:3
C 2.112 -0.642 1.050 -0.14 1.14 -2.83
C 1.215 0.121 1.800 1.15 -1.19 -1.21
C 2.144 -0.625 -0.372 -2.35 1.71 0.45
C 0.249 0.836 1.141 0.44 -0.07 -0.37
C 1.253 0.203 -1.023 -0.99 0.01 -0.66
C 0.312 0.967 -0.298 -0.34 -0.24 1.45
C -2.473 -0.843 -1.255 0.41 -1.24 0.91
C -2.602 -1.174 0.018 -0.22 1.00 0.74
C -0.531 1.767 -1.054 -0.83 0.20 -0.01
Cl -1.702 -1.829 -2.349 0.03 0.30 -0.78
Cl -1.939 -2.632 0.738 -0.43 0.75 -0.34
Cl -3.335 -0.030 1.140 0.24 -0.87 -0.44
Br -1.857 2.824 -0.234 0.32 0.05 -0.51
H 2.980 -1.078 1.364 1.69 -1.41 2.01
H 1.375 0.068 2.857 -0.59 0.22 0.54
H 2.748 -1.146 -1.048 1.37 -1.16 -0.05
H -0.506 1.214 1.797 -0.57 0.84 -0.39
H 1.051 0.268 -2.128 1.02 -0.33 1.06
H -0.493 1.731 -2.144 -0.21 0.33 0.42
```
Forces are in eV/Å.

Properties
- Relative energy (zero: lowest compared OMol25 entry of this formula, charge and spin): 0.825 eV
- HOMO energy (spin up / spin down): -9.409 / -7.351 eV
- Lowest unoccupied orbital energy (spin up / spin down): -0.89 / -2.05 eV
- Orbital gap (spin up / spin down): 8.523 / 5.302 eV

Results of the Mulliken charge analysis, in e, for atoms 1 through 5: -0.545, -0.796, -0.569, -0.264, -0.398


(3)
Here is the ion C9H6BrNO4 with charge -2 from the OMol25 dataset. Energies are from ωB97M-V/def2-TZVPD.

The geometry in XYZ format:
```
21
Properties=species:S:1:pos:R:3:forces:R:3
O 1.199 -0.516 3.877 0.65 -0.90 0.76
C 0.998 0.614 3.444 -1.00 1.32 -1.11
O 1.527 1.725 3.696 0.17 -0.30 0.28
C -0.140 0.709 2.392 -0.47 -0.05 -0.01
C -0.104 0.159 1.171 -1.06 0.23 -1.98
C 1.055 -0.522 0.576 1.46 -0.01 2.09
C 1.228 -0.726 -0.735 0.62 0.15 -0.25
C 0.330 -0.168 -1.730 -1.44 0.25 2.08
C -0.846 0.321 -1.275 0.70 0.22 -0.62
C -1.288 0.198 0.119 2.64 -2.56 1.88
N -2.084 -1.021 0.202 -2.62 -0.92 0.12
Br -1.503 -2.736 -0.084 0.67 -0.28 -0.13
C -3.578 -0.877 -0.179 0.85 0.56 0.52
O -4.254 -1.899 -0.194 0.09 -0.27 -0.14
O -3.895 0.320 -0.348 -0.18 -0.07 -0.13
H -1.069 1.253 2.675 0.75 -0.33 -0.12
H 1.873 -0.776 1.321 -1.08 0.00 -1.03
H 2.109 -1.238 -1.142 -0.12 0.15 0.46
H 0.715 -0.179 -2.704 -0.13 0.14 -1.58
H -1.713 0.738 -1.731 -0.03 0.28 -1.73
H -2.158 0.749 0.297 -0.50 2.37 0.63
```
Forces are in eV/Å.

Properties
- Relative energy (zero: lowest compared OMol25 entry of this formula, charge and spin): 0.000 eV
- Structure (SMILES): O=C([O-])/C=C1\C=CC=C[C@H]1N(Br)C(=O)[O-]
- HOMO energy: -1.360 eV
- Total charge: -2
- Lowest unoccupied orbital energy: 5.34 eV
- Orbital gap: 6.699 eV

Results of the Mulliken charge analysis, in e, for atoms 1 through 5: -0.674, 0.329, -0.743, -0.190, 0.222


(4)
Here is a structure of composition C9H6Cl2NO6Pt from the OMol25 dataset. Energies are from ωB97M-V/def2-TZVPD.

The geometry in XYZ format:
```
25
Properties=species:S:1:pos:R:3:forces:R:3
Pt 0.054 -0.713 -0.015 -0.02 0.10 0.04
O -3.486 1.243 -0.003 0.01 -0.14 0.00
C -2.237 0.825 -0.006 0.05 0.44 0.00
O -1.976 -0.421 -0.012 0.12 -0.23 0.00
C -1.190 1.795 -0.001 -0.11 -0.37 0.00
C -1.234 3.179 0.006 0.24 0.49 0.00
C -0.042 3.896 0.009 -0.35 -0.16 0.00
C 1.197 3.224 0.005 0.27 0.03 0.00
C 1.222 1.854 -0.002 -0.27 0.14 0.00
N 0.037 1.184 -0.005 -0.02 -0.22 -0.02
C 2.322 0.899 -0.008 0.29 -0.40 0.00
O 3.591 1.234 -0.007 -0.18 0.13 0.00
O 2.076 -0.331 -0.014 -0.05 0.10 0.00
H -4.074 0.472 -0.007 -0.09 -0.01 0.00
H -2.189 3.687 0.009 0.01 -0.01 0.00
H -0.066 4.975 0.015 0.02 0.00 0.00
H 2.115 3.800 0.008 -0.02 0.00 0.00
H 3.704 2.194 -0.002 0.08 0.04 0.00
Cl 1.209 -5.400 -1.452 0.12 -0.01 -0.06
C 0.342 -5.438 0.007 0.24 -0.21 0.00
Cl 1.211 -5.386 1.465 0.12 -0.01 0.06
C -0.594 -3.727 0.000 -1.17 0.38 0.00
O -1.725 -4.075 0.002 0.43 0.10 0.00
O 0.211 -2.830 -0.005 0.38 -0.23 -0.01
H -0.479 -6.140 0.011 -0.10 0.04 0.00
```
Forces are in eV/Å.

Properties
- Relative energy (zero: lowest compared OMol25 entry of this formula, charge and spin): 0.292 eV
- HOMO energy (spin up / spin down): -9.910 / -13.014 eV
- Multiplicity: 3
- Total charge: +1
- Lowest unoccupied orbital energy (spin up / spin down): -4.25 / -6.21 eV
- Orbital gap (spin up / spin down): 5.662 / 6.808 eV

Results of the Mulliken charge analysis, in e, for atoms 1 through 5: 0.829, -0.427, 0.492, -0.620, 0.049


(5)
Here is a structure of composition C9H6O3 from the OMol25 dataset. Energies are from ωB97M-V/def2-TZVPD.

The geometry in XYZ format:
```
18
Properties=species:S:1:pos:R:3:forces:R:3
C 0.361 -0.864 -1.311 1.30 -0.85 -1.84
C 1.828 -0.968 -1.246 -2.62 -0.13 -2.52
C 2.350 -0.217 -0.307 1.80 3.31 3.22
C 1.674 0.515 0.699 2.02 0.73 2.53
C 0.344 0.601 0.710 -1.19 -0.11 0.64
C -1.690 1.212 2.114 -4.18 -2.60 1.60
C -2.546 0.710 0.921 13.54 -0.72 -2.68
C -1.766 0.139 -0.205 -4.82 1.62 -0.12
C -0.282 0.003 -0.399 -3.89 -0.87 0.83
H 0.502 -2.522 -2.682 -3.85 4.69 1.28
H 2.565 -1.253 -2.046 -1.55 -0.42 0.58
H 3.369 0.125 -0.314 0.75 -0.91 -0.15
H 2.214 0.977 1.591 -0.41 -0.62 -1.60
H -3.481 0.624 0.893 -7.54 -0.22 0.13
H -2.532 -0.044 -1.126 2.25 -0.23 2.17
O -0.308 -1.547 -2.412 4.43 -2.97 1.28
O -0.322 1.188 1.871 0.07 -0.19 -0.81
O -2.281 1.323 3.249 3.89 0.47 -4.54
```
Forces are in eV/Å.

Properties
- Relative energy (zero: lowest compared OMol25 entry of this formula, charge and spin): 5.193 eV
- HOMO energy: -8.849 eV
- Lowest unoccupied orbital energy: -0.43 eV
- Orbital gap: 8.417 eV

Results of the Mulliken charge analysis, in e, for atoms 1 through 5: 0.825, -0.570, -0.484, -0.404, 0.474


(6)
Here is a structure of composition C9H72NO28Pd from the OMol25 dataset. Energies are from ωB97M-V/def2-TZVPD.

The geometry in XYZ format:
```
111
Properties=species:S:1:pos:R:3:forces:R:3
Pd -0.855 -4.419 -1.759 0.10 0.15 0.52
C -1.820 -0.256 -2.311 0.38 -1.93 0.25
C -0.595 0.126 -1.455 -0.47 1.36 -1.82
C -1.025 1.425 -0.712 0.33 -0.54 0.03
C -0.032 1.818 0.331 -0.85 -0.33 1.06
C 0.318 0.645 1.288 1.85 0.99 -1.38
C 0.837 -0.703 0.605 -0.62 1.32 1.31
N -0.057 -0.951 -0.591 -0.77 -4.48 -0.03
O -0.224 -2.310 -0.965 0.73 4.95 1.28
C 0.787 -1.797 1.669 -0.82 -1.28 -0.30
C 2.327 -0.572 0.241 -0.34 0.54 -0.92
C 0.508 0.534 -2.419 0.67 -0.22 -0.74
H -2.250 0.510 -2.957 0.12 0.68 0.89
H -2.558 -0.734 -1.668 -0.42 0.28 -0.18
H -1.570 -0.999 -3.068 0.36 -0.38 0.21
H -2.046 1.312 -0.345 -0.05 0.04 -0.03
H -1.010 2.270 -1.400 -0.47 -0.42 -0.55
H -0.492 2.545 1.001 -0.06 0.33 -0.08
H 0.788 2.352 -0.148 0.47 -0.59 0.29
H -0.416 0.591 2.092 -0.40 -0.77 -0.29
H 1.176 1.143 1.741 0.56 -0.58 0.50
H -0.185 -1.988 2.124 -0.39 0.23 -0.39
H 1.436 -1.658 2.534 0.37 0.45 -0.48
H 1.068 -2.732 1.184 0.07 -0.03 0.03
H 2.532 0.372 -0.264 0.00 0.11 0.10
H 2.636 -1.337 -0.471 -0.10 -0.26 0.22
H 2.935 -0.630 1.143 -0.15 -0.12 -0.12
H 1.312 1.081 -1.927 -0.06 0.23 -0.19
H 0.074 1.096 -3.246 0.07 0.55 0.30
H 0.968 -0.303 -2.947 0.00 -0.40 0.35
O -3.801 -2.172 3.685 0.03 0.37 0.54
H -4.139 -2.928 3.205 -0.15 -0.23 -0.23
H -2.927 -2.028 3.322 0.12 -0.05 -0.43
O -1.422 -4.870 2.720 0.04 -0.70 -1.27
H -1.597 -4.007 3.094 0.11 0.28 0.37
H -0.947 -5.338 3.407 0.03 -0.05 0.31
O 4.334 2.119 -2.965 0.30 0.10 0.02
H 3.562 2.066 -2.401 -0.25 0.13 0.19
H 4.436 1.234 -3.316 0.06 -0.18 -0.21
O -2.649 -2.112 0.867 0.22 -0.53 0.32
H -1.869 -1.909 0.350 0.23 -0.16 -0.32
H -3.025 -1.258 1.079 -0.40 0.21 0.13
O -5.339 -1.815 -2.164 -0.32 -0.62 0.05
H -5.142 -1.122 -1.533 -0.01 0.01 0.38
H -4.773 -1.625 -2.913 0.05 -0.01 -0.45
O -2.434 0.514 -5.655 -0.25 -0.50 0.06
H -1.653 0.968 -5.338 0.64 0.90 -0.07
H -2.097 -0.285 -6.061 0.10 -0.13 -0.47
O -1.880 4.155 2.490 0.01 -0.38 -0.32
H -1.062 3.929 2.932 0.26 0.05 0.29
H -1.882 5.112 2.464 -0.15 0.42 0.26
O 4.584 -3.171 0.131 0.04 0.03 0.50
H 4.644 -3.243 1.083 0.18 -0.02 0.45
H 5.137 -2.422 -0.089 0.22 0.32 -0.10
O 1.702 0.099 4.142 -0.20 0.12 0.30
H 1.155 0.217 4.919 -0.32 0.07 0.45
H 1.197 0.489 3.430 -0.09 0.02 -0.37
O -0.927 2.838 -5.417 0.11 -0.64 -0.39
H -1.648 3.413 -5.674 -0.34 0.02 -0.13
H -0.484 3.310 -4.712 0.54 0.17 0.27
O 1.682 3.571 -4.012 -0.39 -0.43 -0.63
H 2.523 3.973 -4.228 0.23 0.00 -0.10
H 1.547 3.781 -3.088 0.03 0.37 0.58
O -4.785 0.059 -0.366 -0.03 0.33 -0.16
H -5.196 0.882 -0.630 -0.25 0.21 -0.23
H -4.333 0.268 0.452 -0.11 0.02 0.36
O -0.251 -5.344 0.144 0.15 0.13 -0.92
H -0.663 -5.055 0.958 -0.79 0.45 1.05
H 0.070 -6.225 0.337 0.27 -0.32 -0.28
O -0.841 -3.128 4.600 -0.20 0.00 -0.01
H 0.058 -2.851 4.426 0.50 -0.03 0.16
H -1.331 -2.310 4.686 -0.17 0.34 0.25
O -1.208 5.012 -0.233 0.35 0.00 -0.53
H -1.970 5.582 -0.132 -0.24 0.24 -0.08
H -1.148 4.542 0.598 -0.20 -0.35 0.37
O 2.512 -5.014 1.403 0.06 -0.29 0.18
H 1.799 -4.459 1.721 -0.17 0.06 0.13
H 3.096 -4.413 0.941 0.04 0.01 -0.34
O 4.902 0.933 1.289 -0.10 0.10 -0.61
H 4.452 0.460 1.989 0.09 -0.32 0.72
H 5.745 1.180 1.669 0.25 0.11 0.08
O -1.241 -0.184 5.082 0.41 -0.07 -0.31
H -1.429 0.693 4.748 -0.18 0.27 -0.03
H -1.768 -0.256 5.877 -0.26 -0.09 0.40
O 3.439 2.832 -0.057 -0.66 0.49 -0.28
H 4.155 3.465 -0.021 0.35 0.14 -0.05
H 3.781 2.056 0.387 0.57 -0.57 0.40
O 1.757 4.489 -1.411 -0.35 0.28 -0.27
H 0.947 4.532 -0.903 -0.40 0.35 0.07
H 2.342 3.944 -0.884 0.37 -0.45 0.28
O 2.366 -2.542 5.222 -0.18 -0.22 -0.16
H 2.050 -1.670 4.985 -0.02 0.22 -0.18
H 2.773 -2.425 6.080 0.09 -0.19 0.31
O -3.210 0.537 1.702 0.30 0.14 0.38
H -3.102 0.692 2.640 -0.38 -0.08 0.39
H -2.361 0.760 1.322 0.26 0.22 -0.23
O -3.630 2.621 -4.075 -0.45 0.03 0.27
H -3.461 1.838 -4.600 -0.17 -0.22 -0.31
H -2.774 2.860 -3.720 0.33 0.37 0.07
O 4.242 -0.500 3.713 0.62 -0.05 -0.53
H 3.311 -0.364 3.889 -0.39 0.13 0.15
H 4.642 -0.569 4.580 0.30 -0.06 0.09
O -1.405 4.297 -3.194 -0.01 -0.18 0.11
H -1.431 4.462 -2.252 0.08 0.12 0.57
H -1.443 5.167 -3.591 -0.01 0.28 -0.20
O -3.933 -1.368 -4.443 -0.06 -0.60 0.07
H -3.304 -0.675 -4.647 0.10 0.68 -0.15
H -3.760 -2.048 -5.094 -0.21 -0.27 -0.13
O 3.741 -3.669 -2.284 -0.52 0.05 -0.74
H 4.620 -3.492 -2.618 0.18 -0.08 -0.17
H 3.807 -3.515 -1.341 0.03 -0.17 0.24
```
Forces are in eV/Å.

Properties
- HOMO energy (spin up / spin down): -11.184 / -11.184 eV
- Multiplicity: 3
- Total charge: +1
- Lowest unoccupied orbital energy (spin up / spin down): -3.44 / -4.23 eV
- Orbital gap (spin up / spin down): 7.740 / 6.958 eV

Results of the Mulliken charge analysis, in e, for atoms 1 through 5: 0.654, -1.303, 2.333, -0.097, 0.328